The following is a DFT calculation (the ωB97M-V functional and the def2-TZVPD basis) of C51H63BeN8O4 as an isolated structure at a distorted geometry.

Atoms and positions in Å:
Be 8.4399 -14.7350 7.8464
C 5.6898 -8.5860 3.8899
C 6.4949 -8.6745 5.2005
O 6.6757 -10.0251 5.6206
H 4.7707 -9.1713 3.8602
H 6.3393 -8.9190 3.0804
H 5.3885 -7.5553 3.7032
H 6.2357 -7.9211 5.9444
H 7.5313 -8.4312 4.9663
N 3.8584 -15.6722 10.7838
C 2.8420 -14.7380 10.8180
C 1.5883 -14.8845 11.3376
C 1.2618 -16.1742 11.7528
C 2.2100 -17.2491 11.7803
C 3.5403 -16.8978 11.3102
H 3.0782 -13.8418 10.2635
H 0.8915 -14.0603 11.3778
H 0.1890 -16.2861 11.8077
H 2.0572 -18.2769 12.0747
H 4.3139 -17.6458 11.4024
N 7.6798 1.0911 1.6329
C 8.1484 1.2567 2.9398
C 7.9240 0.3110 3.8660
C 7.2108 -0.8459 3.5082
C 6.6996 -1.0627 2.2455
C 6.9822 -0.0181 1.3394
H 8.6769 2.1539 3.2264
H 8.4495 0.2884 4.8092
H 7.2427 -1.6822 4.1909
H 6.3317 -2.0346 1.9518
H 6.7080 -0.0694 0.2960
N -4.1192 -11.8082 4.2811
C -4.0602 -12.5290 5.4112
C -2.9342 -12.5479 6.2799
C -1.8338 -11.9053 5.8360
C -1.8132 -11.2129 4.6682
C -2.9584 -11.1128 3.8796
H -4.9429 -13.0185 5.7953
H -3.0121 -13.1330 7.1844
H -0.8949 -12.0946 6.3351
H -0.8664 -10.7943 4.3604
H -3.0888 -10.4519 3.0353
N 13.5480 -13.3609 7.7011
C 14.4124 -14.1989 8.3875
C 15.8015 -13.9594 8.4772
C 16.2608 -12.9893 7.6201
C 15.3728 -12.1060 6.9333
C 14.0159 -12.3248 7.0501
H 13.8497 -14.8133 9.0748
H 16.3724 -14.6176 9.1153
H 17.3334 -13.0766 7.5286
H 15.8247 -11.3326 6.3299
H 13.3852 -11.6023 6.5535
N 9.6064 -15.3372 2.5193
C 9.3030 -14.5151 1.5049
C 9.5320 -14.8271 0.1490
C 9.8473 -16.1203 -0.0943
C 9.9694 -17.0461 0.8806
C 9.8896 -16.5857 2.1789
H 8.9546 -13.5748 1.9059
H 9.3135 -14.1090 -0.6275
H 9.8422 -16.3895 -1.1402
H 10.1651 -18.0564 0.5530
H 9.9360 -17.3148 2.9743
N 2.6955 -8.4396 12.6513
C 1.6097 -8.0376 13.4229
C 1.7694 -7.3969 14.7116
C 3.0945 -7.1882 15.1399
C 4.1729 -7.6046 14.3394
C 3.9006 -8.2073 13.0874
H 0.6509 -8.1853 12.9482
H 0.9398 -7.0248 15.2944
H 3.3901 -6.6241 16.0122
H 5.1602 -7.4036 14.7283
H 4.5832 -8.6211 12.3600
N 1.5287 -3.1223 6.1292
C 0.9728 -4.2168 6.8031
C -0.3888 -4.1976 7.0918
C -1.1262 -3.0054 6.9298
C -0.5309 -1.9062 6.3545
C 0.8315 -1.9731 5.9852
H 1.5529 -5.1138 6.9618
H -0.8352 -5.1264 7.4150
H -2.1828 -3.0567 7.1474
H -1.0312 -0.9906 6.0757
H 1.4105 -1.1750 5.5445
N 4.4022 -16.9196 5.3273
C 4.3088 -18.3060 5.5142
C 3.1956 -18.9917 5.0250
C 2.2442 -18.3716 4.2825
C 2.4385 -17.0381 3.9238
C 3.4788 -16.3246 4.5488
H 4.9932 -18.7801 6.2021
H 2.9676 -19.9936 5.3575
H 1.3795 -18.9783 4.0577
H 1.6769 -16.4949 3.3840
H 3.3280 -15.2585 4.4650
C 1.3514 -10.1288 -2.9268
C 0.1585 -10.7379 -3.5170
O -0.3526 -11.8142 -3.0775
C -0.5550 -9.9248 -4.6282
H 1.7999 -9.2194 -3.3266
H 2.1767 -10.8402 -2.9555
H 1.0981 -9.8418 -1.9062
H -0.2473 -10.1940 -5.6386
H -0.3773 -8.8609 -4.4712
H -1.5821 -10.2888 -4.6055
C 8.8265 -5.9796 -5.0884
C 8.0762 -6.4652 -3.8759
O 7.2089 -5.7593 -3.4281
C 8.2518 -7.9205 -3.4999
H 9.5910 -5.2768 -4.7573
H 8.1872 -5.4440 -5.7902
H 9.3471 -6.8395 -5.5098
H 7.3229 -8.4869 -3.4329
H 8.4977 -7.9447 -2.4382
H 8.9746 -8.6077 -3.9396
C 13.1778 -4.2895 3.1605
C 12.8981 -4.3640 1.6794
O 13.2916 -5.2851 0.9975
C 11.9741 -3.3521 1.0426
H 13.9886 -4.9091 3.5437
H 12.2625 -4.5214 3.7050
H 13.5450 -3.2786 3.3375
H 12.4509 -2.3762 0.9519
H 11.2272 -3.2812 1.8332
H 11.4703 -3.7828 0.1773

Computed properties:
**E_HOMO**: -10.843 eV
**F_max**: 0.0854 hartree/bohr
**Molecular weight**: 861.1 g mol⁻¹
**Calculated total energy**: -74398.2415 eV
**Frontier orbital gap**: 0.06433 Ha
**ΔE to the lowest compared entry with this formula, charge and spin**: 0.0 kJ/mol
**Charge**: +1